No. 1
DFT (ωB97M-V/def2-TZVPD) results for C19H29AuBrN3O2 as an isolated structure in a non-equilibrium geometry.

Its charge is -1. The frontier orbital gap (alpha / beta) comes out at 4.8 / 6.4 eV. Its spin multiplicity is 2. The calculation puts the max |F| at 3.41 eV/Å. Its expectation value of S² is 0.7704. As for the HOMO energy (alpha / beta): -2.08 / -3.73 eV.

Last column: Löwdin charge in e.
Element x y z (Å)
Au (-1.507, -3.330, 0.495)  0.55
C (5.121, 0.718, 0.869)  -0.10
C (4.085, 1.791, 0.648)  -0.56
C (4.248, 2.941, 1.731)  -0.05
C (4.338, 2.390, -0.768)  -0.06
C (2.643, 1.287, 0.671)  -0.20
C (2.347, -0.068, 0.747)  -0.14
C (1.082, -0.525, 0.881)  -0.59
Br (0.734, -2.352, 1.072)  0.82
C (-0.077, 0.383, 0.917)  -0.43
O (-1.210, -0.013, 1.207)  -0.12
C (0.268, 1.811, 0.552)  -0.12
C (1.547, 2.219, 0.552)  -0.02
C (-0.885, 2.733, 0.170)  -0.57
C (-0.374, 4.080, -0.399)  -0.07
C (-1.713, 2.069, -0.912)  -0.07
C (-1.697, 2.871, 1.478)  -0.05
H (6.128, 1.206, 1.004)  0.09
H (5.192, -0.002, 0.015)  0.09
H (4.922, 0.120, 1.804)  0.10
H (5.354, 3.128, 1.763)  0.07
H (3.893, 2.602, 2.697)  0.08
H (3.803, 3.881, 1.372)  0.07
H (5.356, 2.813, -0.828)  0.08
H (3.639, 3.133, -1.119)  0.06
H (4.268, 1.560, -1.484)  0.08
H (3.191, -0.779, 0.667)  0.10
H (1.789, 3.299, 0.445)  0.10
H (0.372, 3.808, -1.185)  0.09
H (0.111, 4.605, 0.451)  0.08
H (-1.226, 4.666, -0.754)  0.07
H (-1.139, 1.807, -1.847)  0.11
H (-2.515, 2.742, -1.283)  0.08
H (-2.101, 1.139, -0.501)  0.06
H (-1.252, 3.485, 2.285)  0.08
H (-1.811, 1.823, 1.835)  0.07
H (-2.700, 3.231, 1.162)  0.08
O (-3.430, -4.091, 0.251)  -0.36
N (-3.930, -3.230, -0.677)  -0.30
C (-4.028, -3.676, -1.977)  -0.08
C (-4.495, -2.792, -2.922)  -0.12
C (-4.735, -1.426, -2.572)  -0.14
C (-4.441, -0.983, -1.259)  -0.09
C (-4.021, -1.930, -0.300)  -0.11
H (-3.742, -4.708, -2.142)  0.11
H (-4.640, -3.097, -3.954)  0.09
H (-5.050, -0.696, -3.322)  0.07
H (-4.640, 0.022, -1.007)  0.08
H (-3.804, -1.744, 0.747)  0.10
N (0.190, -6.266, 0.423)  -0.11
N (-1.132, -6.693, -0.008)  -0.10
H (0.430, -6.614, 1.352)  0.05
H (0.156, -5.244, 0.435)  -0.04
H (-1.796, -6.402, 0.700)  0.03
H (-1.115, -7.700, -0.178)  0.05


No. 2
DFT (ωB97M-V/def2-TZVPD) results for C19H29CeN2O3PS as an isolated structure in a non-equilibrium geometry.

Its charge is +4. The frontier orbital gap (alpha / beta) comes out at 3.7 / 3.8 eV. The calculation puts the max |F| at 12.29 eV/Å. As for the HOMO energy (alpha / beta): -20.48 / -20.49 eV.

Last column: Löwdin charge in e.
Element x y z (Å)
Ce (0.241, -0.057, 0.767)  1.02
C (-2.033, -0.004, 0.451)  -0.07
O (-3.180, -0.148, 0.513)  0.30
C (-0.214, 2.294, 1.083)  0.00
O (-0.394, 3.411, 1.388)  0.28
C (2.362, 0.691, 0.903)  -0.03
O (3.464, 0.992, 1.159)  0.31
C (-1.378, 1.232, -2.687)  -0.51
P (0.136, 0.469, -1.920)  1.04
H (0.738, -1.461, -3.205)  0.15
H (-2.179, 0.512, -2.437)  0.10
C (1.645, 1.174, -2.774)  -0.46
H (1.390, 1.141, -3.850)  0.14
C (-1.223, 1.309, -4.206)  -0.06
H (-0.906, 0.348, -4.647)  0.10
H (-0.500, 2.090, -4.495)  0.10
H (-2.207, 1.567, -4.634)  0.13
C (-1.742, 2.579, -2.045)  -0.07
H (-1.011, 3.362, -2.289)  0.09
C (0.793, -2.063, -1.107)  -0.12
H (-1.841, 2.534, -0.950)  0.05
H (-2.721, 2.875, -2.452)  0.12
C (-1.289, -1.906, -2.539)  -0.05
H (0.165, -2.052, -0.161)  0.01
H (0.791, -3.145, -1.256)  0.10
H (1.837, -1.760, -0.911)  0.11
C (0.121, -1.338, -2.298)  -0.46
H (-1.215, -2.995, -2.669)  0.12
H (-1.754, -1.487, -3.437)  0.10
H (-1.967, -1.723, -1.688)  0.08
C (2.886, 0.307, -2.511)  -0.06
H (3.150, 0.260, -1.440)  0.06
H (3.730, 0.772, -3.038)  0.13
H (2.772, -0.714, -2.900)  0.09
C (1.875, 2.623, -2.314)  -0.06
H (2.031, 2.698, -1.226)  0.07
H (1.046, 3.286, -2.593)  0.08
H (2.786, 2.996, -2.802)  0.12
H (-0.021, -5.331, -0.638)  0.03
H (-0.026, -5.463, 0.104)  0.04
N (-1.323, -2.967, 1.975)  0.17
C (-0.962, -2.175, 3.017)  -0.62
N (-0.381, -0.990, 2.886)  -0.09
C (-0.154, -0.292, 4.095)  -0.27
C (0.386, 0.996, 4.222)  0.00
C (0.492, 1.522, 5.523)  0.01
C (0.067, 0.737, 6.618)  0.04
C (-0.459, -0.553, 6.431)  0.00
C (-0.578, -1.073, 5.174)  -0.40
S (-1.226, -2.637, 4.664)  1.28
H (-1.695, -3.873, 2.240)  0.14
H (-1.303, -2.674, 0.974)  0.10
H (0.704, 1.599, 3.352)  0.08
H (0.900, 2.533, 5.694)  0.15
H (0.155, 1.148, 7.637)  0.15
H (-0.783, -1.175, 7.252)  0.14


No. 3
DFT (ωB97M-V/def2-TZVPD) results for C19H29Cl2N2O5SSe2Zr as an isolated structure in a non-equilibrium geometry.

Its charge is +1. The frontier orbital gap comes out at 6.6 eV. The calculation puts the max |F| at 1.42 eV/Å. As for the HOMO energy: -9.55 eV.

Last column: Löwdin charge in e.
Element x y z (Å)
Zr (-0.599, -0.212, -0.497)  1.04
C (4.705, -1.502, 1.568)  -0.01
N (3.446, -0.795, 1.581)  -0.12
C (3.257, 0.112, 2.701)  0.01
C (2.450, -0.969, 0.727)  -0.39
O (1.345, -0.425, 0.858)  -0.21
C (2.559, -1.848, -0.527)  -0.07
O (1.648, -1.292, -1.473)  -0.25
C (2.197, -0.243, -2.271)  -0.16
C (1.379, 1.044, -2.109)  -0.50
O (0.692, 1.222, -1.060)  -0.26
N (1.576, 2.031, -2.968)  -0.12
C (0.795, 3.246, -2.813)  0.01
C (2.330, 1.880, -4.194)  -0.01
H (5.524, -0.782, 1.614)  0.10
H (4.771, -2.153, 2.442)  0.11
H (4.812, -2.111, 0.677)  0.08
H (3.347, -0.428, 3.644)  0.11
H (4.019, 0.892, 2.666)  0.10
H (2.268, 0.568, 2.637)  0.09
H (3.557, -1.933, -0.963)  0.13
H (2.185, -2.853, -0.287)  0.15
H (3.232, -0.028, -1.981)  0.15
H (2.173, -0.575, -3.316)  0.11
H (0.457, 3.323, -1.781)  0.10
H (1.412, 4.108, -3.055)  0.10
H (-0.077, 3.218, -3.469)  0.11
H (1.833, 1.189, -4.881)  0.10
H (2.401, 2.853, -4.671)  0.10
H (3.342, 1.523, -4.000)  0.10
Cl (-0.889, -2.121, 1.130)  0.81
C (-1.260, -1.522, 2.728)  -0.57
C (-1.564, -2.464, 3.695)  -0.11
C (-1.906, -2.038, 4.965)  -0.07
C (-1.937, -0.680, 5.246)  -0.10
C (-1.600, 0.242, 4.276)  -0.69
Cl (-1.617, 1.913, 4.652)  0.71
C (-1.247, -0.142, 2.962)  -0.68
S (-0.824, 1.062, 1.796)  0.54
H (-1.542, -3.514, 3.444)  0.11
H (-2.158, -2.756, 5.727)  0.11
H (-2.232, -0.328, 6.222)  0.11
O (-5.165, 0.158, -4.512)  -0.04
C (-4.773, -1.041, -3.900)  -0.23
C (-3.604, -0.766, -2.919)  -0.57
C (-3.184, -2.142, -2.386)  -0.21
O (-2.289, -2.058, -1.259)  -0.31
C (-4.155, 0.119, -1.804)  -0.45
Se (-2.815, 1.060, -0.655)  0.62
C (-2.483, -0.059, -3.689)  -0.46
Se (-0.640, -0.586, -3.171)  0.79
H (-5.965, 0.000, -5.027)  0.11
H (-4.443, -1.773, -4.654)  0.14
H (-5.610, -1.479, -3.340)  0.13
H (-2.693, -2.699, -3.195)  0.12
H (-4.087, -2.681, -2.072)  0.14
H (-2.154, -2.983, -0.999)  0.08
H (-4.784, -0.464, -1.127)  0.08
H (-4.756, 0.917, -2.250)  0.07
H (-2.560, 1.021, -3.550)  0.05
H (-2.555, -0.281, -4.754)  0.07